(1)
{
  "formula": "C25H24F4NO",
  "method": "the ωB97M-V functional and the def2-TZVPD basis",
  "orbital_gap_ha": 0.1555,
  "total_charge": 1,
  "lumo_energy_ev": -6.3,
  "elements": ["C", "C", "N", "C", "C", "C", "C", "C", "C", "C", "C", "O", "H", "H", "H", "H", "H", "H", "H", "H", "H", "H", "H", "H", "H", "H", "H", "F", "C", "C", "C", "F", "C", "C", "C", "C", "C", "C", "C", "C", "F", "C", "C", "F", "C", "C", "H", "H", "H", "H", "H", "H", "H", "H", "H"],
  "xyz": [[-1.64505, -3.36319, 3.01833], [-0.26523, -2.93881, 2.64611], [-0.08005, -1.60101, 2.33358], [1.13777, -0.98993, 1.95420], [1.05311, 0.23249, 1.13420], [2.13716, 0.92600, 0.76827], [2.11333, 2.14722, -0.09532], [0.71160, 2.76969, -0.21721], [-0.34965, 1.68288, -0.42696], [-0.32731, 0.66439, 0.72036], [2.29721, -1.52843, 2.34264], [0.63409, -3.75174, 2.62049], [-2.29007, -2.50391, 3.20234], [-2.09631, -3.96115, 2.22705], [-1.62052, -3.96717, 3.92380], [-0.89768, -1.00343, 2.40396], [3.10452, 0.59532, 1.10188], [2.83164, 2.88284, 0.29176], [2.48139, 1.88216, -1.09530], [0.48032, 3.33797, 0.69199], [0.68182, 3.50255, -1.03373], [-1.35016, 2.12445, -0.52579], [-0.16346, 1.16715, -1.37735], [-0.90080, -0.22635, 0.43337], [-0.82773, 1.08582, 1.60107], [3.24983, -1.10147, 2.11252], [2.29455, -2.42849, 2.92068], [7.83456, -0.90735, 6.33019], [6.57721, -1.40044, 6.27910], [6.34516, -2.74993, 6.44741], [5.05824, -3.25267, 6.38271], [4.84769, -4.57417, 6.56785], [3.99839, -2.40575, 6.14523], [4.20068, -1.02750, 5.97638], [3.10265, -0.14856, 5.73969], [3.22898, 1.22062, 5.64791], [2.19385, 2.09557, 5.40853], [2.34839, 3.50810, 5.28294], [1.23664, 4.34371, 5.10192], [1.38504, 5.70611, 4.96115], [0.30258, 6.49749, 4.78004], [2.64771, 6.27020, 4.99930], [3.76319, 5.47409, 5.18015], [4.99872, 6.02431, 5.20358], [3.61149, 4.11630, 5.32224], [5.51938, -0.55470, 6.04960], [7.17258, -3.41113, 6.62462], [3.00874, -2.82195, 6.09981], [2.12466, -0.58174, 5.62675], [4.20471, 1.63724, 5.80174], [1.20426, 1.69001, 5.30813], [0.24387, 3.93394, 5.07558], [2.76541, 7.33170, 4.88275], [4.49782, 3.52939, 5.45294], [5.74124, 0.48441, 5.91305]],
  "nbo_charge": [-0.704, 0.677, -0.635, 0.151, -0.060, -0.129, -0.443, -0.392, -0.393, -0.439, -0.442, -0.596, 0.203, 0.254, 0.247, 0.403, 0.196, 0.214, 0.224, 0.189, 0.221, 0.218, 0.209, 0.222, 0.195, 0.194, 0.232, -0.292, 0.403, -0.243, 0.412, -0.288, -0.189, -0.130, 0.117, -0.319, 0.104, -0.125, -0.200, 0.411, -0.291, -0.249, 0.406, -0.291, -0.201, -0.198, 0.266, 0.248, 0.233, 0.215, 0.226, 0.242, 0.266, 0.228, 0.226]
}


(2)
{
  "formula": "C25H24N3O3PdS2",
  "method": "the ωB97M-V functional and the def2-TZVPD basis",
  "orbital_gap_ha": [0.2982, 0.2243],
  "s2": 6.073,
  "total_charge": 1,
  "spin_multiplicity": 5,
  "lumo_energy_ev": [-2.9, -5.6],
  "de_lowest_kcal_mol": 18.1,
  "elements": ["Pd", "C", "C", "C", "C", "C", "C", "C", "C", "N", "C", "O", "C", "C", "C", "C", "C", "N", "C", "O", "N", "C", "C", "C", "C", "C", "C", "C", "C", "H", "H", "H", "H", "H", "H", "H", "H", "H", "H", "H", "H", "H", "H", "H", "H", "H", "H", "H", "H", "H", "C", "O", "C", "S", "S", "H", "H", "H"],
  "xyz": [[-0.16036, 0.17280, -0.26871], [2.43809, 2.06919, -1.90033], [3.28982, 0.98818, -1.30190], [4.37893, 0.52508, -1.99821], [5.26388, -0.39062, -1.42591], [5.05254, -0.86514, -0.13670], [3.97519, -0.44673, 0.61434], [3.75862, -1.01228, 1.97981], [3.06980, 0.51437, 0.04684], [1.98879, 0.97046, 0.68977], [1.87292, 1.36193, 1.98537], [2.78180, 1.62183, 2.74817], [0.43907, 1.65185, 2.37259], [0.12673, 2.15379, 3.62783], [-1.18597, 2.51066, 3.89266], [-2.14734, 2.36345, 2.90487], [-1.76262, 1.82393, 1.68660], [-0.50053, 1.49062, 1.44866], [-2.76937, 1.62074, 0.58457], [-3.82416, 2.21506, 0.60201], [-2.32631, 0.82590, -0.44886], [-3.09850, 0.23370, -1.37341], [-4.40905, -0.30543, -1.11313], [-4.98628, -0.40380, 0.26296], [-5.11491, -0.82720, -2.17728], [-4.58368, -0.87424, -3.46185], [-3.27775, -0.44334, -3.70149], [-2.52246, 0.08828, -2.68883], [-1.12873, 0.56834, -2.94526], [2.43864, 1.99970, -2.98688], [2.84153, 3.04763, -1.62764], [1.41910, 2.05288, -1.52343], [4.56277, 0.89299, -2.99985], [6.11710, -0.73302, -1.99632], [5.74189, -1.58138, 0.29214], [4.22984, -1.98992, 2.06742], [2.70074, -1.09737, 2.22668], [4.19814, -0.34487, 2.72324], [0.92202, 2.26750, 4.35120], [-1.45718, 2.90734, 4.86169], [-3.17857, 2.65179, 3.05198], [-4.23542, -0.73955, 0.98131], [-5.81925, -1.10279, 0.26904], [-5.35202, 0.56377, 0.60069], [-6.10295, -1.22953, -1.99471], [-5.17278, -1.27197, -4.27728], [-2.85931, -0.52939, -4.69577], [-0.85036, 0.44871, -3.99016], [-0.41227, -0.02883, -2.34642], [-1.02765, 1.62046, -2.68010], [1.42995, -4.42127, 1.39607], [0.31054, -3.57562, 1.70747], [0.06733, -2.51455, 0.98805], [-1.26339, -1.57074, 1.42122], [1.01397, -2.01137, -0.31855], [1.24715, -5.35449, 1.91720], [2.35148, -3.96322, 1.75312], [1.50080, -4.59423, 0.32339]],
  "nbo_charge": [0.875, -0.644, 0.032, -0.231, -0.085, -0.226, 0.038, -0.653, 0.279, -0.571, 0.612, -0.545, 0.113, -0.171, -0.144, -0.175, 0.102, -0.426, 0.627, -0.519, -0.529, 0.173, 0.069, -0.657, -0.218, -0.080, -0.257, 0.126, -0.643, 0.230, 0.248, 0.216, 0.227, 0.229, 0.227, 0.224, 0.220, 0.267, 0.260, 0.241, 0.257, 0.226, 0.233, 0.263, 0.231, 0.231, 0.230, 0.244, 0.183, 0.241, -0.267, -0.470, 0.053, 0.007, -0.149, 0.221, 0.200, 0.206]
}


(3)
{
  "formula": "C25H24N4O4S2",
  "method": "the ωB97M-V functional and the def2-TZVPD basis",
  "orbital_gap_ha": 0.3219,
  "smiles": "Cc1ccc(S(=O)(=O)N(C)C)cc1-n1c(SCC(=O)Nc2ccccc2)nc2ccccc2c1=O",
  "lumo_energy_ev": 0.1,
  "de_lowest_kcal_mol": 24.9,
  "elements": ["C", "C", "C", "C", "C", "C", "C", "N", "C", "N", "C", "C", "C", "C", "C", "C", "C", "O", "H", "H", "H", "H", "S", "C", "H", "H", "C", "O", "N", "C", "C", "C", "C", "C", "C", "H", "H", "H", "H", "H", "H", "H", "S", "O", "O", "N", "C", "H", "H", "H", "C", "H", "H", "H", "H", "H", "H", "H", "H"],
  "xyz": [[-3.02883, -2.55260, 0.75692], [-1.64225, -2.81523, 0.26045], [-1.17044, -4.10973, 0.07507], [0.10789, -4.34459, -0.40211], [0.93680, -3.27592, -0.67928], [0.50775, -1.97791, -0.49641], [-0.77716, -1.75751, -0.02617], [-1.22956, -0.41036, 0.10072], [-1.30779, 0.20333, 1.30621], [-1.75177, 1.37903, 1.51954], [-2.10933, 2.14082, 0.43698], [-2.57326, 3.44244, 0.64349], [-2.85398, 4.24470, -0.43816], [-2.68418, 3.77178, -1.73883], [-2.24234, 2.48654, -1.95732], [-1.95541, 1.65512, -0.87337], [-1.49806, 0.28836, -1.09089], [-1.36550, -0.26214, -2.16131], [-2.10799, 2.09334, -2.95360], [-2.90289, 4.41702, -2.57604], [-3.20439, 5.25344, -0.27885], [-2.68696, 3.79442, 1.65579], [-0.63301, -0.67648, 2.71629], [1.14019, -0.33756, 2.35541], [1.63215, -0.26485, 3.32374], [1.55456, -1.16639, 1.78088], [1.22704, 0.95261, 1.55347], [1.46153, 0.93739, 0.36430], [0.96654, 2.05780, 2.29081], [0.69888, 3.35465, 1.82891], [0.18869, 4.26959, 2.74630], [-0.12674, 5.55329, 2.34629], [0.05901, 5.93733, 1.02849], [0.57141, 5.02979, 0.11835], [0.89835, 3.74390, 0.50918], [1.29701, 3.04367, -0.20477], [0.72163, 5.32137, -0.91016], [-0.19172, 6.93939, 0.71528], [-0.52285, 6.25474, 3.06552], [0.03207, 3.96707, 3.77221], [0.72183, 1.90961, 3.26169], [1.16494, -1.14602, -0.69712], [2.57192, -3.54177, -1.37087], [2.87366, -4.94021, -1.28337], [3.47529, -2.60532, -0.77262], [2.42343, -3.16017, -2.98490], [2.26899, -1.75791, -3.28673], [2.89977, -1.20446, -2.59572], [2.60819, -1.57420, -4.30696], [1.22852, -1.42349, -3.19261], [1.56207, -4.05071, -3.72059], [0.50143, -3.79739, -3.59486], [1.74516, -5.05718, -3.35288], [1.81456, -4.00191, -4.78001], [0.48176, -5.34415, -0.55668], [-1.82140, -4.94191, 0.29718], [-2.99664, -2.12327, 1.75917], [-3.54121, -1.84481, 0.10585], [-3.60300, -3.47378, 0.79509]],
  "nbo_charge": [-0.637, -0.007, -0.200, -0.177, -0.349, -0.218, 0.232, -0.503, 0.332, -0.501, 0.236, -0.226, -0.172, -0.224, -0.141, -0.215, 0.676, -0.593, 0.236, 0.218, 0.218, 0.231, 0.233, -0.605, 0.244, 0.255, 0.675, -0.612, -0.616, 0.235, -0.258, -0.202, -0.239, -0.176, -0.279, 0.257, 0.216, 0.214, 0.216, 0.207, 0.405, 0.272, 2.330, -0.943, -0.937, -0.656, -0.434, 0.238, 0.208, 0.197, -0.431, 0.185, 0.235, 0.210, 0.245, 0.217, 0.226, 0.229, 0.225]
}


(4)
{
  "formula": "C25H25BrIKN3OS",
  "method": "the ωB97M-V functional and the def2-TZVPD basis",
  "orbital_gap_ha": 0.2093,
  "total_charge": -1,
  "lumo_energy_ev": 2.1,
  "de_lowest_kcal_mol": 4.3,
  "elements": ["K", "O", "C", "C", "C", "C", "C", "C", "C", "C", "N", "H", "H", "H", "H", "H", "H", "H", "H", "H", "H", "H", "Br", "C", "C", "C", "C", "C", "C", "C", "C", "C", "C", "H", "H", "H", "H", "H", "H", "N", "C", "S", "C", "C", "C", "N", "C", "C", "H", "H", "H", "H", "H", "H", "I", "C", "H", "H"],
  "xyz": [[-0.19368, 0.87333, 1.78636], [-2.57436, -0.71048, 1.34117], [-3.49603, -0.16174, 0.41140], [-4.36947, 0.86816, 1.10054], [-3.62691, 2.13139, 1.55998], [-3.00959, 2.90337, 0.42983], [-3.70190, 3.93654, -0.20356], [-3.10903, 4.62240, -1.24639], [-1.82805, 4.26455, -1.64016], [-1.21043, 3.22862, -0.96149], [-1.77502, 2.56004, 0.04265], [-1.92077, -1.20256, 0.81920], [-4.12799, -0.95414, -0.00796], [-2.96743, 0.30814, -0.41998], [-4.83767, 0.40286, 1.97147], [-5.17442, 1.14169, 0.40890], [-2.84042, 1.89347, 2.28446], [-4.33896, 2.78061, 2.07589], [-4.69635, 4.19557, 0.13735], [-3.63376, 5.43006, -1.74184], [-1.31619, 4.77541, -2.44420], [-0.20609, 2.91548, -1.23249], [2.80933, 0.93570, 0.23952], [3.37013, -0.89922, 0.28187], [4.47746, -1.21562, -0.44755], [4.89799, -2.56253, -0.50154], [4.19956, -3.51764, 0.17350], [3.05129, -3.18405, 0.93736], [2.31365, -4.18631, 1.61192], [1.20004, -3.83740, 2.32366], [0.77446, -2.49002, 2.37434], [1.41706, -1.43535, 1.74241], [2.59269, -1.83328, 1.02233], [5.02525, -0.45099, -0.98123], [5.77060, -2.82392, -1.08698], [4.50990, -4.55655, 0.13094], [2.64961, -5.21618, 1.55414], [0.63227, -4.60362, 2.84387], [-0.13242, -2.29531, 2.94951], [3.30351, 0.26828, -3.21377], [2.64763, -0.84986, -3.53552], [3.11617, -1.89726, -4.71479], [1.41409, -1.06225, -2.72410], [1.28011, -2.15620, -1.88714], [0.15150, -2.23505, -1.08362], [-0.84412, -1.34911, -1.12401], [-0.72256, -0.32648, -1.96865], [0.38950, -0.12278, -2.76600], [4.16883, 0.46578, -3.68950], [3.07647, 0.76414, -2.36014], [2.06151, -2.90046, -1.81129], [0.05370, -3.04007, -0.36480], [-1.54196, 0.38171, -1.99854], [0.45296, 0.74315, -3.41238], [0.86889, 3.09844, 4.32587], [-1.25314, 2.51831, 3.91027], [-1.69940, 3.52500, 3.87101], [-1.52798, 2.14421, 4.90788]],
  "mulliken_charge": [0.833, -0.547, 0.346, -1.018, 0.018, 0.616, -0.778, -0.336, -0.804, -0.422, 0.511, 0.251, 0.360, -0.342, 0.418, 0.392, -0.614, 0.490, 0.400, 0.393, 0.404, 0.380, -0.117, 0.218, -0.588, -0.477, -0.928, 1.397, -0.878, -0.794, -0.317, -1.047, 0.458, 0.446, 0.371, 0.325, 0.341, 0.351, 0.334, -0.180, -0.336, -0.349, 0.671, -0.049, -0.766, -0.325, -0.452, -0.616, 0.230, 0.073, 0.548, 0.499, 0.517, 0.427, -0.293, -1.238, 0.247, 0.342]
}


no.,molecular weight (g mol⁻¹)
1,430.5
2,585.0
3,508.6
4,661.5